This record from OMol25 describes an isolated molecule of C4H8N2S. The level of theory is ωB97M-V with the def2-TZVPD basis set.

The geometry in ORCA input format:
```
! RIJCOSX wB97M-V def2-TZVPD def2/J DEFGRID3
* xyz 0 1
C 3.02239 0.46314 0.76088
N 1.66785 -0.03493 0.81705
C 1.33701 -0.92868 1.92183
C 0.74998 0.30952 -0.09306
N -0.48314 -0.11065 -0.05589
C -1.27815 0.34724 -1.08037
S -2.84455 -0.03051 -1.28087
H 3.14861 1.11898 -0.12779
H 3.69787 -0.36785 0.68077
H 3.26269 1.01636 1.66333
H 0.26797 -1.22072 1.83606
H 1.53307 -0.41941 2.84923
H 1.98491 -1.79654 1.87655
H 1.11638 0.99898 -0.86199
H -0.77911 1.02995 -1.80601
*
```

Calculated values
Largest force on an atom ... 0.955 eV Å⁻¹
Energy above the lowest of the compared OMol25 structures with the same formula, charge and spin ... 136.28 kJ/mol
SMILES string ... CN(C)/C=N/C=S
Calculated total energy ... -18092.3299 eV

This record from OMol25 describes a cluster of 6 separate species, C35H66BF11N2O14S6 in total in a non-equilibrium geometry. The level of theory is ωB97M-V with the def2-TZVPD basis set.

The geometry in ORCA input format:
```
! RIJCOSX wB97M-V def2-TZVPD def2/J DEFGRID3
* xyz 0 1
C -1.59807 1.01462 0.85915
C -2.24082 2.49097 1.24024
C -1.08883 3.40029 2.01166
C 0.02542 3.94175 0.91863
C 1.57255 3.76385 1.44513
C 2.28449 2.54809 0.54769
C 3.91295 2.45931 0.75608
C 4.33557 1.33990 1.91957
C 5.81153 0.65114 1.62730
C 5.73070 -0.77569 0.80935
C 4.73196 -1.88664 1.56143
C 3.44176 -2.05862 0.51635
C 2.53242 -3.39011 0.81188
C 2.55869 -4.35310 -0.55557
C 1.20725 -4.19024 -1.48194
F 1.02593 -5.51105 -2.19295
O 1.31514 -3.17834 -2.55065
C 0.06944 -2.38243 -2.63293
C 0.08027 -1.29174 -3.90158
O 1.24288 -1.54628 -4.72597
C 2.14917 -0.42131 -4.92106
B 2.84372 0.16207 -3.50926
O 3.77571 1.34470 -3.49169
O 2.64812 -0.47537 -2.17186
C 3.47530 -1.12563 -5.68094
O 3.44900 -2.44665 -6.01203
N 4.70732 -0.33593 -6.06607
C 5.97517 -0.89205 -5.45670
O 6.45449 -2.14459 -5.65756
F 6.85018 -0.02191 -4.58614
S 1.60974 0.90004 -6.11753
O 1.97847 0.35410 -7.55476
O 2.37095 2.25538 -6.00862
C -0.20982 1.30164 -6.18978
F -1.09736 0.10798 -6.46201
F -0.37347 2.13714 -7.44160
C -0.80902 2.13631 -4.91405
F 0.25625 2.31178 -3.90064
F -1.98271 1.32488 -4.41558
C -1.40533 3.62328 -5.25654
F -0.37106 4.57378 -5.81599
F -2.59210 3.58818 -6.19258
C -1.99044 4.43139 -3.91256
F -0.91765 4.83076 -2.96357
F -3.15548 3.76423 -3.28837
F -2.52438 5.72996 -4.47356
N -1.04922 -3.41134 -2.90165
C -2.17239 -3.06102 -2.17485
O -3.26390 -3.02349 -1.39534
H -1.97163 0.71468 -0.21004
H -1.91349 0.16572 1.60122
H -0.43127 1.12561 0.81275
H -2.61110 3.03641 0.26528
H -3.12015 2.32633 2.01790
H -0.55109 2.69678 2.79652
H -1.55162 4.35905 2.52813
H -0.18478 5.07254 0.67841
H -0.09372 3.29561 -0.06724
H 2.19174 4.76826 1.35147
H 1.59320 3.45346 2.57453
H 1.75019 1.53094 0.80136
H 2.08626 2.76006 -0.61020
H 4.39823 2.12819 -0.27655
H 4.36370 3.49143 1.09437
H 3.44719 0.56243 1.93977
H 4.35195 1.86769 2.96511
H 6.44198 0.51387 2.61925
H 6.39209 1.42085 0.92980
H 6.81028 -1.23989 0.60850
H 5.29495 -0.51849 -0.26865
H 4.40399 -1.50417 2.62242
H 5.30355 -2.92913 1.66158
H 2.74950 -1.11190 0.48523
H 3.92672 -2.20505 -0.54889
H 1.39907 -3.07073 1.00580
H 2.85814 -3.98382 1.77756
H 3.56836 -4.27510 -1.14250
H 2.52104 -5.46659 -0.12619
H 0.31675 -3.97698 -0.71602
H -0.22046 -1.83174 -1.64140
H -0.87737 -1.59673 -4.54791
H -0.11294 -0.19470 -3.55899
H 4.69952 0.98128 -3.62595
H 3.55130 -0.40587 -1.72826
H 4.60246 0.68878 -5.89824
C -5.38940 -0.80545 -0.62896
S -6.02714 0.73834 0.06597
O -5.36827 0.93909 1.39854
C -7.70032 0.12345 0.37364
H -4.33160 -0.66953 -0.86570
H -5.49690 -1.61450 0.09755
H -5.93608 -1.04706 -1.54341
H -7.66334 -0.74371 1.03738
H -8.16873 -0.14975 -0.57460
H -8.28130 0.91802 0.84813
C 4.14061 -8.65982 2.40374
S 5.04833 -7.35083 1.54612
O 4.10581 -6.19976 1.35421
C 5.17382 -8.22049 -0.03509
H 3.91526 -8.32022 3.41732
H 3.20717 -8.87346 1.87742
H 4.75805 -9.55969 2.45316
H 4.17582 -8.46167 -0.40888
H 5.75608 -9.13524 0.09684
H 5.68098 -7.56926 -0.75112
C -1.51139 -1.22104 4.87572
S -1.82078 0.49619 4.39786
O -0.58176 1.00695 3.72399
C -1.83491 1.15549 6.08232
H -1.42587 -1.82440 3.96902
H -0.58101 -1.28848 5.44474
H -2.34639 -1.58847 5.47672
H -0.88436 0.93939 6.57592
H -2.65876 0.70756 6.64253
H -1.97859 2.23751 6.03131
C -5.96860 -1.32321 3.86427
S -5.62971 -2.06062 5.48115
O -4.38369 -2.88523 5.34846
C -7.03780 -3.19608 5.46352
H -5.18352 -0.59684 3.64180
H -5.97376 -2.09826 3.09405
H -6.93479 -0.81408 3.89088
H -6.97617 -3.85396 4.59329
H -7.96774 -2.62367 5.43583
H -7.01085 -3.79805 6.37507
C -3.64908 8.60956 1.26637
S -3.31019 7.87215 2.88325
O -2.06417 7.04755 2.75056
C -4.71828 6.73670 2.86562
H -2.86400 9.33594 1.04390
H -3.65424 7.83452 0.49616
H -4.61527 9.11869 1.29299
H -4.65665 6.07882 1.99539
H -5.64822 7.30910 2.83793
H -4.69133 6.13472 3.77717
*
```

Calculated values
Largest force on an atom ... 10.669 eV Å⁻¹
Energy above the lowest of the compared OMol25 structures with the same formula, charge and spin ... 1672.06 kJ/mol
Calculated total energy ... -164566.5979 eV

This record from OMol25 describes a structure of composition C3HFHgO2 in a non-equilibrium geometry. The level of theory is ωB97M-V with the def2-TZVPD basis set.

The geometry in ORCA input format:
```
! RIJCOSX wB97M-V def2-TZVPD def2/J DEFGRID3
* xyz 0 3
C 0.22246 -0.82057 0.80252
C -0.78700 0.07547 0.85374
O -0.75023 0.88459 -0.27258
C 0.26839 0.58886 -1.12116
O 0.96655 -0.76749 -0.25985
F 0.19829 -1.99268 1.45803
H -1.61620 0.18550 1.54086
Hg 1.49774 1.84631 -3.00157
*
```

Calculated values
Largest force on an atom ... 2.689 eV Å⁻¹
Energy above the lowest of the compared OMol25 structures with the same formula, charge and spin ... 213.55 kJ/mol
<S²> ... 2.02
Calculated total energy ... -14107.8036 eV

This record from OMol25 describes a structure of composition C4H12CsN2O2 in a non-equilibrium geometry. The level of theory is ωB97M-V with the def2-TZVPD basis set.

The geometry in ORCA input format:
```
! RIJCOSX wB97M-V def2-TZVPD def2/J DEFGRID3
* xyz 1 1
Cs 0.30055 -2.15125 -3.18794
C -1.50320 -3.50459 1.51279
O -0.85253 -3.55708 0.51700
N -1.36428 -4.22922 2.57174
N -2.46148 -2.64447 1.70623
H -1.95029 -4.19843 3.39378
H -0.60266 -4.89207 2.59715
H -3.07570 -2.86633 2.47670
H -2.75058 -2.22027 0.83642
C 1.61759 3.72882 -1.19565
C 1.29796 2.21487 -1.37095
C 0.90361 1.53797 -0.06513
O 0.28582 2.01230 -2.28325
H 0.85327 4.22761 -0.59973
H 1.68340 4.20535 -2.17375
H 2.58940 3.98277 -0.77234
H 2.15956 1.72522 -1.82478
H 0.67479 0.47589 -0.15319
H -0.00680 1.94436 0.37544
H 1.71645 1.61131 0.65738
H 0.48511 2.59725 -3.01791
*
```

Calculated values
Largest force on an atom ... 5.591 eV Å⁻¹
Energy above the lowest of the compared OMol25 structures with the same formula, charge and spin ... 125.66 kJ/mol
Calculated total energy ... -11961.0280 eV

This record from OMol25 describes a structure of composition C40H38N7O8P2S2Tl in a non-equilibrium geometry. The level of theory is ωB97M-V with the def2-TZVPD basis set.

The geometry in ORCA input format:
```
! RIJCOSX wB97M-V def2-TZVPD def2/J DEFGRID3
* xyz -2 1
Tl 0.28574 0.25885 0.17755
C 3.83134 1.22874 -4.18849
C 4.52628 1.21123 -2.98830
C 3.91948 1.63413 -1.81582
C 2.59389 2.08768 -1.81583
C 1.90200 2.09898 -3.03791
C 2.51279 1.66760 -4.20093
N 1.97027 2.39262 -0.61410
C 1.37535 3.53560 -0.37220
C 1.52954 4.70473 -1.20336
C 1.04948 5.91842 -0.82862
C 0.32649 6.08259 0.38321
C 0.10006 5.00035 1.17721
C 0.58703 3.71135 0.83857
N 0.36073 2.61153 1.57777
N -0.26173 2.73068 2.69209
C -0.30600 1.56736 3.44480
C -1.05412 1.59187 4.63242
C -1.03952 0.48838 5.45940
C -0.29496 -0.62581 5.09255
C 0.38937 -0.58144 3.88644
N 0.39245 0.48001 3.09506
H 4.30524 0.89019 -5.10175
H 5.54897 0.85293 -2.96084
H 4.47166 1.62358 -0.88163
H 0.86336 2.40032 -3.03322
H 1.94648 1.65386 -5.12478
H 2.06124 4.59012 -2.13886
H 1.20954 6.78346 -1.46388
H -0.05350 7.06009 0.65621
H -0.48006 5.07844 2.08727
H -1.62729 2.47741 4.87494
H -1.60186 0.49012 6.38692
H -0.24472 -1.50502 5.71984
H 0.96667 -1.43212 3.53410
O 2.82960 -0.45303 0.72534
P 3.10625 -2.05678 0.63848
O 4.55829 -2.27790 0.76711
O 2.11851 -2.72376 1.54751
O 2.68324 -2.43559 -0.93523
P 1.72613 -3.61426 -1.50028
O 1.25248 -4.43977 -0.23993
O 2.44924 -4.41506 -2.49603
O 0.35665 -3.00664 -2.03139
H 3.43240 0.00691 0.12332
H 1.43589 -3.86190 0.58276
C -6.22495 0.26469 -2.78148
N -5.22865 -0.55625 -3.42249
C -5.44415 -1.70815 -4.14645
C -4.23892 -2.21940 -4.44895
N -3.26490 -1.39844 -3.91233
C -3.87426 -0.35945 -3.25248
S -3.25675 0.94615 -2.42535
C -1.85501 -1.72148 -4.04561
C -1.50949 -2.30565 -5.25138
C -0.13967 -2.63839 -5.41007
C 0.73415 -2.43470 -4.40839
C 0.28676 -1.90114 -3.09747
N -1.06275 -1.42783 -3.03665
H -7.15570 0.22610 -3.34736
H -5.83941 1.28236 -2.74348
H -6.40132 -0.06673 -1.75554
H -6.43240 -2.05344 -4.39236
H -3.98219 -3.10981 -4.99116
H -2.21663 -2.41724 -6.06117
H 0.20172 -3.02936 -6.36376
H 1.78472 -2.67318 -4.50627
H 0.99184 -1.14800 -2.72250
O -2.13994 -0.78161 1.82616
S -2.52759 -1.50807 0.60550
C -3.71051 -2.80928 1.23843
C -2.90456 -3.58507 2.23464
C -1.76583 -4.27030 1.81219
C -0.93724 -4.89228 2.73080
C -1.24949 -4.85694 4.08322
C -2.38205 -4.17996 4.50948
C -3.19674 -3.53275 3.59201
C -3.81896 -0.40400 -0.19232
C -4.58115 0.32288 0.85182
C -3.95725 1.34255 1.57349
C -4.61850 1.96443 2.62019
C -5.90901 1.58511 2.96258
C -6.54060 0.57843 2.24595
C -5.87686 -0.05121 1.20375
H -4.00297 -3.40730 0.37357
H -4.56470 -2.31307 1.69540
H -1.50137 -4.28576 0.76190
H -0.03450 -5.37801 2.38449
H -0.60112 -5.33870 4.80474
H -2.62401 -4.13656 5.56515
H -4.05768 -2.96821 3.93152
H -4.43231 -1.01920 -0.84953
H -3.18367 0.26336 -0.76908
H -2.95049 1.64734 1.31635
H -4.11406 2.74529 3.17508
H -6.42334 2.07350 3.78157
H -7.54854 0.27565 2.50483
H -6.37278 -0.83832 0.64556
*
```

Calculated values
Largest force on an atom ... 3.570 eV Å⁻¹
Energy above the lowest of the compared OMol25 structures with the same formula, charge and spin ... 385.04 kJ/mol
Calculated total energy ... -113856.1238 eV

This record from OMol25 describes an isolated molecule of C2H6P2 in a non-equilibrium geometry. The level of theory is ωB97M-V with the def2-TZVPD basis set.

The geometry in ORCA input format:
```
! RIJCOSX wB97M-V def2-TZVPD def2/J DEFGRID3
* xyz 0 1
P 1.86670 -0.64294 0.11537
P 0.38959 0.94810 0.36030
C -1.20479 -0.05337 -0.87823
C -1.20994 -0.06632 0.65706
H 2.89836 -0.11686 0.98104
H 2.64569 0.20378 -0.79601
H -0.64530 -0.61812 -1.44728
H -1.67730 0.75875 -1.35392
H -2.02721 0.54062 1.13601
H -1.03580 -0.95363 1.22566
*
```

Calculated values
Largest force on an atom ... 7.192 eV Å⁻¹
Energy above the lowest of the compared OMol25 structures with the same formula, charge and spin ... 85.21 kJ/mol
SMILES string ... [PH2]#P1CC1
Calculated total energy ... -20746.2101 eV